Entry 1:
21
Properties=species:S:1:pos:R:3:mulliken_charge:R:1 method="wB97M-V/def2-TZVPD" total_energy_ha=-399.737227 homo_lumo_gap_ev="7.627 / 7.629" lumo_ev="-4.377 / -4.377" charge=+1 de_lowest_ev=3.913
C -0.25 0.51 -2.71 -0.892
N -0.17 -0.16 -1.46 0.039
C 1.04 -0.38 -0.91 0.297
C 1.27 -1.18 0.24 -1.021
C 0.31 -1.61 1.21 -0.152
C -0.92 -1.07 1.59 -0.573
C -1.40 0.19 1.59 -0.312
N -0.68 1.32 1.31 0.010
N 0.67 1.33 1.00 -0.465
H -0.83 -0.08 -3.47 0.321
H -0.84 1.51 -2.57 0.280
H 0.68 0.72 -3.17 0.327
H -1.02 -0.70 -1.12 0.354
H 1.87 0.10 -1.56 0.282
H 2.22 -1.58 0.34 0.436
H 0.67 -2.39 1.78 0.363
H -1.42 -1.73 2.17 0.458
H -2.39 0.34 2.00 0.408
H -1.15 2.17 1.12 0.229
H 1.12 2.23 1.10 0.270
H 1.22 0.47 1.52 0.341

***

Entry 2:
21
Properties=species:S:1:pos:R:3:mulliken_charge:R:1 method="wB97M-V/def2-TZVPD" total_energy_ha=-399.710067 homo_lumo_gap_ev="7.867 / 7.866" lumo_ev="-5.102 / -5.102" charge=+1 de_lowest_ev=4.652
C -2.84 -0.12 -0.53 -0.918
N -1.56 -0.25 0.05 0.729
C -0.69 -1.18 -0.33 0.046
C 0.66 -1.39 0.33 -0.790
C 2.02 -0.82 -0.42 -0.599
N 1.91 0.66 -0.56 -0.296
C 1.25 1.56 0.39 -0.874
C -0.22 1.49 0.96 0.001
N -1.23 0.74 0.78 -0.881
H -3.41 0.71 -0.07 0.335
H -2.60 0.13 -1.53 0.397
H -3.45 -1.01 -0.48 0.346
H -1.14 -2.06 -0.84 0.394
H 0.99 -2.40 0.63 0.410
H 0.64 -0.79 1.24 0.389
H 2.25 -1.32 -1.35 0.408
H 2.85 -0.97 0.28 0.309
H 1.59 0.89 -1.51 0.293
H 1.54 2.52 -0.08 0.447
H 1.79 1.45 1.28 0.428
H -0.36 2.16 1.77 0.428

***

Entry 3:
21
Properties=species:S:1:pos:R:3:mulliken_charge:R:1 method="wB97M-V/def2-TZVPD" total_energy_ha=-399.646773 homo_lumo_gap_ev="7.593 / 7.590" lumo_ev="-3.804 / -3.806" charge=+1 de_lowest_ev=6.375
C 0.45 1.39 1.03 -0.244
C -0.65 -0.62 1.19 -0.233
C 0.38 -0.05 -0.78 0.151
C -0.77 -2.19 -0.76 -1.011
C -1.08 1.04 2.87 -0.826
C 1.51 1.25 -2.40 -0.705
N -0.27 -0.97 -0.11 0.091
N -0.30 0.60 1.69 0.038
N 1.14 -0.02 -1.83 -0.104
H 0.56 2.50 1.11 0.282
H -1.41 -1.27 1.66 0.350
H -1.76 -2.23 -0.63 0.386
H -0.41 -2.46 -1.77 0.317
H -0.27 -3.05 -0.22 0.394
H -1.18 0.12 3.52 0.306
H -0.65 1.96 3.19 0.313
H -2.08 1.38 2.66 0.371
H 0.55 1.86 -2.66 0.264
H 2.06 1.78 -1.57 0.302
H 2.21 1.22 -3.31 0.304
H 1.57 -0.85 -2.15 0.253

***

Entry 4:
22
Properties=species:S:1:pos:R:3:mulliken_charge:R:1 method="wB97M-V/def2-TZVPD" total_energy_ha=-475.038903 homo_lumo_gap_ev=9.641 lumo_ev=-3.807 charge=+1 de_lowest_ev=3.050
C -1.71 -0.54 0.20 0.651
C -1.71 0.61 -0.19 -0.161
C 1.81 1.02 0.51 0.584
C 2.21 -1.27 -0.24 0.061
C -1.82 -1.85 0.77 -1.060
C -2.04 1.81 -0.93 -1.173
N 0.81 1.68 1.05 -0.355
N 1.38 -0.29 0.09 0.107
N 3.44 -1.08 -0.52 -0.287
O 2.93 1.42 0.41 -0.625
H 1.64 -2.09 -0.60 0.362
H -2.31 -1.94 1.67 0.324
H -0.79 -2.26 0.87 0.229
H -2.37 -2.51 0.03 0.288
H -2.32 1.63 -1.93 0.324
H -1.05 2.30 -1.01 0.345
H -2.83 2.22 -0.37 0.308
H 0.85 2.70 1.02 0.355
H 0.41 -0.45 0.16 -0.014
H 3.94 -0.13 -0.15 0.342
H -0.19 1.46 0.88 0.150
H 3.99 -1.79 -1.00 0.242

***

Entry 5:
23
Properties=species:S:1:pos:R:3:mulliken_charge:R:1 method="wB97M-V/def2-TZVPD" total_energy_ha=-529.380940 homo_lumo_gap_ev=8.793 lumo_ev=-9.238 charge=+2 de_lowest_ev=2.059
C -2.59 -1.09 -1.07 -0.421
C -1.96 -1.62 0.01 -0.563
C -1.91 -0.06 -1.78 -0.258
C -0.68 -1.13 0.43 0.904
C 0.82 1.61 1.30 -1.183
C 0.94 0.75 0.10 0.217
N -0.77 0.41 -1.40 -1.094
N -0.18 -0.05 -0.27 0.785
N -0.01 -1.68 1.40 -0.246
N 1.53 1.33 -1.10 -0.087
O 2.25 -0.68 0.72 -0.658
H -3.55 -1.44 -1.40 0.454
H -2.39 -2.44 0.57 0.407
H -2.32 0.38 -2.68 0.496
H 1.75 2.12 1.53 0.483
H 0.52 1.04 2.18 0.343
H 0.05 2.37 1.14 0.385
H -0.36 -2.50 1.88 0.269
H 0.99 -1.42 1.51 0.231
H 1.90 2.28 -0.96 0.418
H 2.29 0.73 -1.48 0.385
H 0.71 1.32 -1.78 0.416
H 2.98 -0.21 1.15 0.317

***

Entry 6:
24
Properties=species:S:1:pos:R:3:mulliken_charge:R:1 method="wB97M-V/def2-TZVPD" total_energy_ha=-605.154321 homo_lumo_gap_ev=9.806 lumo_ev=0.477 smiles="C[C@H]1CN(N=O)[C@@H](C)CN1N=O" de_lowest_ev=4.587
C -2.44 -1.52 -0.55 -1.562
C -1.37 -0.41 -0.39 0.211
C -0.68 -0.40 0.99 -0.650
N 0.44 0.60 0.93 0.687
N 0.98 0.90 2.09 -0.484
O 0.46 0.29 3.00 -0.529
C 0.57 1.61 -0.15 0.454
C 1.89 2.40 0.05 -1.431
C 0.41 0.87 -1.53 -0.740
N -0.32 -0.42 -1.40 0.410
N 0.49 -1.53 -1.61 -0.158
O -0.13 -2.56 -1.42 -0.395
H -3.33 -1.21 0.05 0.417
H -2.07 -2.50 -0.28 0.357
H -2.78 -1.53 -1.60 0.388
H -1.88 0.54 -0.57 0.318
H -0.26 -1.41 1.34 0.276
H -1.44 -0.07 1.70 0.344
H -0.22 2.39 0.00 0.175
H 1.85 3.05 0.90 0.395
H 1.92 3.03 -0.82 0.439
H 2.80 1.75 0.21 0.343
H 1.32 0.40 -1.98 0.469
H -0.14 1.52 -2.22 0.267

***

Entry 7:
23
Properties=species:S:1:pos:R:3:mulliken_charge:R:1 method="wB97M-V/def2-TZVPD" total_energy_ha=-509.258704 homo_lumo_gap_ev=9.428 lumo_ev=-3.112 charge=+1 de_lowest_ev=1.619
C -1.50 -0.53 0.72 -0.755
C -1.35 0.75 0.27 0.754
C -0.73 -1.35 -0.15 0.462
C 1.93 0.34 0.57 0.484
C -1.99 1.99 0.67 -1.166
C -0.38 -2.76 0.02 -1.177
N -0.56 0.70 -0.82 0.018
N 1.27 -0.11 1.47 -0.441
N -0.05 -0.56 -0.97 -0.215
N 2.59 0.50 -0.45 -0.388
N 2.44 1.22 -1.66 -0.398
H -2.03 -0.81 1.63 0.375
H -2.68 2.31 -0.11 0.326
H -2.53 1.70 1.58 0.321
H -1.24 2.75 0.85 0.362
H -0.78 -3.56 -0.71 0.303
H 0.68 -2.76 -0.04 0.357
H -0.59 -3.30 1.05 0.316
H 1.16 0.18 2.54 0.300
H -0.17 1.50 -1.21 0.323
H 2.83 2.13 -1.45 0.256
H 0.71 -0.97 -1.47 0.316
H 2.96 0.64 -2.30 0.265

***

Entry 8:
24
Properties=species:S:1:pos:R:3:mulliken_charge:R:1 method="wB97M-V/def2-TZVPD" total_energy_ha=-907.434512 homo_lumo_gap_ev=8.415 lumo_ev=-4.233 charge=+1 de_lowest_ev=1.208
C -1.93 -0.20 -0.49 -0.341
C -0.66 -0.66 -0.73 -0.187
C -1.46 -0.54 -2.82 0.555
C -1.50 -0.66 -4.27 -0.903
C 1.69 -1.31 2.14 -0.761
C 0.49 -1.01 0.08 0.369
N -0.45 -0.88 -2.07 -0.529
N -0.23 3.27 1.41 -0.369
N 0.72 2.51 1.28 -0.070
N 0.60 -0.77 1.36 0.457
N -0.25 -0.12 2.18 -0.847
S -2.89 -0.08 -1.87 -0.067
H -2.44 0.08 0.40 0.423
H -2.53 -0.42 -4.81 0.312
H -0.80 -0.02 -4.73 0.307
H -1.11 -1.67 -4.55 0.288
H 1.83 -0.50 2.85 0.258
H 1.22 -2.04 2.76 0.360
H 2.49 -1.52 1.53 0.351
H 1.25 -1.62 -0.36 0.408
H -0.03 4.30 1.53 0.255
H -0.85 0.49 1.60 0.167
H 0.36 0.62 2.68 0.360
H 1.67 3.00 1.31 0.203

***

Entry 9:
24
Properties=species:S:1:pos:R:3:mulliken_charge:R:1 method="wB97M-V/def2-TZVPD" total_energy_ha=-563.978611 homo_lumo_gap_ev=8.658 lumo_ev=0.084 de_lowest_ev=10.891
C 2.18 2.42 -0.12 -0.767
C 0.06 0.86 0.14 0.178
C -1.72 -0.42 -0.13 0.630
C -3.91 0.33 0.06 -0.707
C 0.29 -1.41 0.09 0.191
C 2.62 -1.83 0.05 -0.660
H 2.49 3.59 -0.48 0.255
H 2.82 1.73 -0.88 0.230
H 2.61 2.05 0.72 0.309
H 0.12 3.16 -0.19 0.306
H -3.02 -1.88 0.71 0.422
H -3.30 1.61 0.00 0.265
H -4.10 0.36 1.26 0.250
H -4.96 0.00 -0.74 0.243
H 1.08 -3.40 -0.49 0.266
H 2.37 -0.58 0.62 0.404
H 3.43 -2.54 1.17 0.169
H 3.34 -2.04 -0.92 0.201
N 0.68 2.17 -0.10 -0.200
N -1.28 0.82 -0.37 -0.572
N -2.97 -0.77 -0.22 -0.329
N -1.06 -1.65 -0.04 -0.558
N 1.38 -2.40 -0.47 -0.215
N 0.84 -0.16 0.33 -0.310

***

Entry 10:
27
Properties=species:S:1:pos:R:3:mulliken_charge:R:1 method="wB97M-V/def2-TZVPD" total_energy_ha=-769.422765 homo_lumo_gap_ev="6.588 / 6.586" lumo_ev="3.502 / 3.502" charge=-1
C 1.15 0.02 -2.30 0.431
C -0.59 1.28 -1.75 0.269
C 1.69 -0.54 2.85 -1.187
C -2.36 -0.56 0.75 -1.111
C 0.99 -1.62 2.02 -0.323
C -1.13 -0.71 1.63 0.097
N -0.05 0.56 -2.68 -0.563
N 1.55 0.00 -1.03 -0.302
N -0.13 1.42 -0.52 -0.578
N 0.91 0.64 -0.17 -0.034
N 1.88 -0.46 -3.29 0.127
N -1.84 1.87 -2.01 -0.189
N -0.15 -1.35 1.29 -0.391
O 3.08 -0.96 -3.28 -0.749
O -2.00 2.96 -1.14 -0.496
H 2.10 0.24 2.16 0.254
H 1.13 -0.10 3.60 0.337
H 2.49 -0.86 3.42 0.462
H -2.43 -1.14 -0.23 0.212
H -3.17 -0.77 1.36 0.491
H -2.30 0.49 0.25 0.134
H 1.62 -2.12 1.27 0.315
H 0.80 -2.48 2.83 0.263
H -1.31 2.64 -0.44 0.515
H -1.31 -0.31 2.57 0.464
H 1.33 -0.40 -4.20 0.256
H -1.93 2.27 -2.98 0.299

***

Entry 11:
20
Properties=species:S:1:pos:R:3:mulliken_charge:R:1 method="wB97M-V/def2-TZVPD" total_energy_ha=-365.564777 homo_lumo_gap_ev="2.904 / 6.653" lumo_ev="6.738 / 6.701" charge=-2 de_lowest_ev=1.266 multiplicity=2
C 1.65 -1.07 -1.77 -0.448
O 0.83 -1.79 -2.44 -0.836
C 0.98 -0.27 -0.55 0.060
C -0.35 -0.85 -0.16 -0.810
C -1.14 -0.02 0.93 -1.882
C -2.23 2.15 0.98 -1.921
C -1.22 1.45 0.61 -0.253
N 1.99 -0.21 0.56 -0.717
H 2.08 -0.31 -2.52 0.125
H 2.47 -1.64 -1.37 0.094
H 0.79 0.83 -0.91 0.136
H -1.00 -0.85 -1.14 0.236
H -0.18 -1.88 0.10 0.324
H -0.78 -0.23 2.00 0.429
H -2.11 -0.45 1.18 0.690
H -2.99 1.79 1.71 1.253
H -2.51 3.06 0.60 1.186
H -0.22 1.74 0.14 -0.284
H 1.39 -0.36 1.51 0.315
H 2.55 -1.09 0.54 0.303

***

Entry 12:
20
Properties=species:S:1:pos:R:3:mulliken_charge:R:1 method="wB97M-V/def2-TZVPD" total_energy_ha=-365.439113 homo_lumo_gap_ev=10.305 lumo_ev=-4.599 charge=+1 de_lowest_ev=3.000
C 0.25 1.18 -0.30 -0.786
C 1.80 0.77 -0.31 -0.260
C 2.21 -0.31 0.46 0.248
C -0.56 -0.03 0.03 1.202
C -0.70 -0.95 -1.11 -2.060
C -1.91 0.51 0.59 -1.518
N 0.15 -0.86 1.07 -0.442
O 2.21 -0.50 -0.86 -0.303
H 0.17 2.03 0.40 0.423
H 0.08 1.35 -1.40 0.267
H 2.47 1.62 -0.42 0.507
H 2.81 -0.90 1.16 0.435
H 0.19 -1.53 -1.29 0.521
H -0.87 -0.28 -1.94 0.460
H -1.50 -1.54 -1.05 0.541
H -2.53 0.55 -0.26 0.396
H -1.57 1.42 1.07 0.392
H -2.48 -0.11 1.31 0.391
H -0.07 -1.85 0.88 0.318
H -0.14 -0.55 1.99 0.268